# C22H27F16NO5S

A 3-piece molecular cluster, C22H27F16NO5S overall at a distorted geometry (ωB97M-V/def2-TZVPD, OMol25).

Properties
Frontier orbital gap: 8.946 eV
LUMO level: 0.4 eV

Each line ends with the Löwdin charge.
Element x y z (Å)
H: -0.9210 -3.8893 0.6189  0.08
C: -3.0484 2.7554 -1.7883  -0.06
H: -1.1702 -1.1799 -0.8079  0.13
H: -2.5442 -4.1634 1.1627  0.09
H: -1.1168 6.1956 -1.1950  0.08
C: -0.9518 5.4942 -0.3875  -0.04
C: 4.0494 2.4580 -5.1204  -0.44
H: -2.0506 -0.0870 -2.9129  0.13
H: -4.0316 2.6363 -2.2020  0.12
H: -2.9572 -2.2090 -2.6660  0.09
F: 2.0982 -4.5263 2.2567  0.10
F: -0.5146 -2.2855 5.3769  0.10
C: -0.9988 1.8301 -1.1707  -0.04
C: -0.5918 3.0541 -0.7432  -0.05
F: 4.6066 2.4883 -6.3649  0.10
H: 4.9959 4.3636 -4.6860  0.17
F: 3.4781 4.0449 -3.4308  0.10
H: 3.0940 -2.2502 2.8132  0.17
C: -1.8432 -3.3881 0.8877  -0.09
H: 2.2574 -5.4382 4.3388  0.15
H: -5.7268 -1.4308 1.3807  0.07
F: 0.2687 -3.8589 3.2359  0.13
C: -2.2451 1.6509 -1.7006  -0.23
C: 2.0138 -2.3283 2.9291  -0.30
C: -1.3950 4.1434 -0.8250  -0.29
H: -0.8775 -3.4000 6.9828  0.18
O: -2.3859 -2.7449 -0.2585  -0.21
H: 5.2743 0.7615 -5.0394  0.15
H: -1.7165 -2.7359 1.7419  0.08
H: 2.0317 0.1549 -1.8587  0.17
F: -0.1172 -1.6015 7.4164  0.10
C: 2.4984 1.1386 -1.7786  -0.29
F: 2.2147 -2.4149 6.3469  0.15
O: -5.8563 -0.6242 -1.0682  -0.31
F: 4.5080 0.0952 -1.2495  0.14
C: 1.6097 -3.7575 3.2721  -0.45
H: -4.3853 -1.5011 -2.7818  0.08
H: -4.2358 -0.6733 1.9547  0.07
F: 1.4658 -3.8095 7.8266  0.15
F: 3.2039 4.6077 -5.5195  0.10
N: -3.7430 -1.8988 -2.1044  0.06
H: -1.5190 5.8651 0.4526  0.08
H: -0.3184 1.0052 -1.1256  0.09
C: -2.1509 -1.3546 -0.3770  -0.17
O: -4.6444 1.1309 0.0302  -0.29
F: 2.3104 1.6279 -0.5329  0.10
H: -3.2992 4.8242 -1.4218  0.12
H: -2.2215 -0.8998 0.6074  0.12
F: 1.5978 -1.4472 3.8549  0.11
C: -2.6447 3.9735 -1.3556  -0.03
C: 3.9963 3.9203 -4.6674  -0.31
C: -0.1434 -2.6835 6.6092  -0.29
H: 5.7807 1.9541 -3.8816  0.15
O: 4.2544 0.6422 -3.3484  0.05
H: -4.2086 -2.1797 0.9824  0.06
C: -2.7862 0.3495 -2.2501  -0.09
C: -3.2500 -0.7698 -1.2931  -0.50
F: 2.8000 1.9693 -5.2588  0.14
H: 3.1492 -4.0202 4.8016  0.15
C: -4.6942 -1.2327 1.1570  -0.11
F: 1.4206 -2.0052 1.7506  0.09
C: 4.0021 1.0500 -2.0688  -0.54
C: 1.2502 -3.3214 6.5862  -0.55
S: -4.6901 -0.2589 -0.3159  0.67
F: 1.9093 1.9686 -2.6555  0.10
F: 4.6399 2.1937 -1.7674  0.15
H: -3.6548 0.6081 -2.8389  0.12
H: 0.3971 3.1932 -0.3526  0.10
O: 1.3174 -4.3820 5.7203  0.05
C: 2.1470 -4.3805 4.5706  -0.04
H: 0.1089 5.5126 -0.1901  0.07
C: 4.9000 1.4707 -4.3038  -0.04

=====

# C22H32Cl5F2NO26S2Y

C22H32Cl5F2NO26S2Y as an isolated structure at a distorted geometry (ωB97M-V/def2-TZVPD, OMol25).

Properties
Energy above the lowest of the compared OMol25 structures with the same formula, charge and spin: 0.0 kcal per mole
Total charge: +1
Frontier orbital gap: 6.696 eV
LUMO level: -5.0 eV

Each line ends with the Löwdin charge.
Element x y z (Å)
O: 0.4922 -2.4448 -0.4624  -0.22
H: 0.5228 -2.2645 6.4955  0.14
H: 1.2193 1.3993 6.8899  0.15
H: 1.1005 1.2990 -3.8262  0.07
O: -3.2861 3.7165 -0.8844  0.07
O: -1.5726 4.7721 -0.0880  0.05
C: 5.6148 3.0566 -2.3479  -0.69
O: 2.5296 -6.1344 1.0202  0.02
C: 0.3299 2.0255 6.8196  -0.12
O: -5.2230 0.8545 -1.9106  0.11
S: -0.0794 -1.1637 -0.7445  0.43
Y: -2.2602 -0.0190 1.7772  1.99
C: 0.1195 -2.3535 3.6654  -0.50
Cl: 2.4456 -0.9647 -6.4807  0.57
H: 4.9213 4.1032 0.2492  0.13
O: -2.7519 -4.3723 0.6795  -0.35
C: -4.0427 0.5433 -1.4135  -0.48
H: 1.8721 -4.4481 -0.0421  0.11
C: 0.3957 -6.1436 0.0897  -0.08
C: -3.9063 0.2693 -3.6473  -0.08
H: -3.7530 -0.6861 -4.1489  0.14
O: 0.6356 -3.5813 3.8001  0.10
C: -3.3922 5.0727 -1.4170  -0.09
C: -0.5813 1.5689 4.8988  -0.51
O: -1.6964 2.4607 0.1768  0.05
H: 2.2822 -0.7742 -4.1375  0.05
H: -2.8446 6.4345 0.1386  0.13
S: 0.9452 0.4258 0.4112  0.59
C: -5.4043 0.5885 -3.2622  -0.07
H: 1.0269 -4.6892 1.4524  0.11
H: -0.3761 -6.4661 0.7885  0.13
H: -3.0909 5.1296 -2.4630  0.08
F: 0.8062 1.1789 1.8416  -0.20
H: 3.4481 4.0822 -0.5939  0.11
Cl: -0.6643 4.4850 -3.3676  0.63
C: 1.1301 -2.6040 -4.6673  -0.66
O: -4.6052 -4.1190 2.0824  -0.31
O: 0.4305 -1.6112 4.6774  0.08
H: -0.0640 -5.7102 -0.7986  0.13
H: -3.5402 1.0307 -4.3360  0.13
C: 0.3651 3.2877 5.9771  -0.09
Cl: -3.9994 -3.6370 0.8925  0.68
O: -3.2516 0.2065 -2.4106  0.09
H: 0.7804 -4.5783 5.5384  0.15
H: 4.8540 1.7802 0.4013  0.13
O: -0.6250 -1.9699 2.7351  0.02
H: -5.9135 -0.3648 -3.4042  0.14
O: 1.0668 1.5737 -0.5068  -0.26
H: 2.3294 -4.0686 4.9696  0.14
H: 2.1694 -1.9447 5.8386  0.14
O: -1.0641 0.8657 4.0065  0.01
O: -4.8705 -3.7293 -0.2669  -0.31
H: 0.1795 -2.1018 -4.4880  0.06
C: 0.9542 2.3264 -3.4929  -0.67
O: 2.1569 -0.3585 0.6521  -0.20
N: -0.5729 -0.2893 0.4471  -0.41
H: -0.1255 2.3339 7.7607  0.15
H: -1.5802 6.5415 -0.9363  0.14
C: 1.1877 -2.3741 5.6387  -0.05
C: -2.3372 5.8278 -0.6115  -0.14
H: 3.6585 1.5196 -0.7980  0.09
C: 4.4390 3.6281 -0.6051  -0.12
O: -3.7074 0.3792 -0.2163  -0.02
O: 4.9897 3.9939 -1.8582  0.07
H: 3.2067 -2.1106 -4.6173  0.06
O: 5.5962 2.0080 -1.5220  0.08
O: -3.6325 -2.2336 1.1318  -0.50
O: 0.0803 -0.5175 -2.0150  -0.20
C: 2.4240 -7.2926 0.2403  -0.49
H: -0.8723 2.5294 -4.5499  0.07
C: 4.5470 2.1155 -0.5894  -0.13
F: -1.5884 -1.6804 -0.9088  -0.19
H: -5.8674 1.3020 -3.9439  0.14
H: -0.3171 4.1109 6.1890  0.15
C: 0.0084 3.1338 -4.3324  -0.59
C: 1.2844 -3.7627 5.0200  -0.09
Cl: 1.4104 -3.6765 -3.3100  0.62
C: 2.2720 -1.6000 -4.8489  -0.69
O: 6.2132 3.0899 -3.4334  0.11
H: 1.3962 3.6235 6.0872  0.15
Cl: 2.4711 3.1472 -3.1486  0.75
H: -4.3095 5.6571 -1.3450  0.14
O: 3.3909 -8.0064 -0.0224  0.12
O: 0.0547 2.7310 4.7334  0.11
O: -0.5501 1.1923 6.1658  0.10
C: 1.4894 -5.2229 0.6221  -0.13
O: 1.1805 -7.3131 -0.2966  0.05
H: 1.1456 -3.2931 -5.5118  0.06
H: 0.4953 3.5070 -5.2334  0.08
H: 0.4108 2.2203 -2.5539  0.02
C: -2.1563 3.5467 -0.1842  -0.50

=====

# C11H28CoN2P2

C11H28CoN2P2 as an isolated structure at a distorted geometry (ωB97M-V/def2-TZVPD, OMol25).

Properties
Multiplicity: 5
Energy above the lowest of the compared OMol25 structures with the same formula, charge and spin: 62.5 kcal per mole
Total charge: +1
Frontier orbital gap (alpha / beta): 5.661 / 5.938 eV
LUMO level (alpha / beta): -2.2 / -5.7 eV
⟨S²⟩: 6.04

Each line ends with the natural charge from an NBO analysis.
Element x y z (Å)
H: -1.5574 -0.5680 -1.2333  0.05
C: -1.2826 0.1072 3.8081  0.00
C: -0.8780 2.8874 -1.9408  -0.96
H: -1.0736 -0.3033 5.8318  0.41
H: -1.0894 2.4578 -2.9266  0.25
N: -1.6658 0.0757 5.1070  -0.62
H: 1.0656 3.9569 0.1203  0.24
P: 0.4596 -2.0481 -1.2377  1.08
H: 2.8502 -2.2662 -1.5064  0.25
H: 0.7537 -4.1261 -0.0205  0.24
H: 2.0355 -2.1499 -3.0892  0.25
H: 1.6871 2.4628 0.8775  0.25
C: -1.7701 0.5298 1.4860  -0.13
Co: -0.1085 -0.0632 -0.8088  0.32
H: -2.5785 0.4079 5.3827  0.41
P: 0.5089 1.9710 -1.1732  1.07
H: -2.4444 0.8877 0.6995  0.21
H: -1.7997 -2.7587 -1.7386  0.24
H: -3.1298 1.0171 3.0748  0.23
H: -0.6409 3.9523 -2.0581  0.24
C: -0.8299 -2.8800 -2.2317  -0.97
H: 2.8543 2.1986 -1.7340  0.25
H: -0.6119 -3.9482 -2.3455  0.24
H: 0.4197 0.0167 -2.2040  -0.24
N: -0.5534 0.0399 1.1207  -0.55
H: -0.8840 -2.4168 -3.2234  0.26
H: 1.3101 -0.6869 1.7406  0.21
C: 1.9797 -2.5908 -2.0876  -0.95
H: 1.9353 3.6605 -2.1851  0.25
C: 1.9177 2.5624 -2.1723  -0.95
H: 1.3911 -2.7272 0.8920  0.24
C: -0.0141 -0.3691 3.4175  -0.16
H: 1.9866 -3.6864 -2.1649  0.25
H: -0.0333 2.8800 1.0318  0.25
H: -1.5280 0.2866 -1.3318  0.03
C: 0.3232 -0.3600 2.0758  -0.05
C: 0.5666 -3.0844 0.2655  -0.97
H: 1.3391 -0.0326 -1.1572  -0.02
H: 1.8446 2.1895 -3.1995  0.25
C: -2.1565 0.5975 2.8152  -0.14
H: 0.7053 -0.7514 4.1382  0.23
H: -1.7728 2.7828 -1.3181  0.24
C: 0.8318 2.9125 0.3625  -0.97
H: -0.3632 -3.0231 0.8409  0.25

=====

# C6H10O

C6H10O as an isolated structure at a distorted geometry (ωB97M-V/def2-TZVPD, OMol25).

Properties
Energy above the lowest of the compared OMol25 structures with the same formula, charge and spin: 50.1 kcal per mole
Frontier orbital gap: 10.292 eV
LUMO level: 1.1 eV

Each line ends with the natural charge from an NBO analysis.
Element x y z (Å)
H: 3.1542 0.7058 -0.3428  0.22
C: 1.0873 0.5581 0.0182  -0.44
H: -1.1616 -1.9232 -0.3154  0.22
H: -2.9488 -0.1339 1.0026  0.19
H: 1.0162 1.3284 0.7846  0.23
C: -1.0814 -0.8630 -0.1608  -0.31
C: -1.8222 0.1675 -0.9620  -0.45
O: -1.0127 0.7954 1.2179  -0.54
C: -2.0120 0.0865 0.5137  0.10
H: 0.8282 0.9961 -0.9495  0.21
H: 2.4504 -0.8263 -0.8161  0.20
H: -2.6173 -0.2604 -1.5583  0.22
H: -1.3330 1.0274 -1.4147  0.22
C: 0.0003 -0.2304 0.6387  0.12
H: 0.3336 -0.8404 1.4881  0.20
H: 2.6791 -0.5265 0.9053  0.20
C: 2.4397 -0.0611 -0.0495  -0.60

=====

# C37H49N4O2SZr

C37H49N4O2SZr as an isolated structure at a distorted geometry (ωB97M-V/def2-TZVPD, OMol25).

Properties
Total charge: +3
Frontier orbital gap: 5.130 eV
LUMO level: -11.4 eV

Each line ends with the natural charge from an NBO analysis.
Element x y z (Å)
H: -2.7537 6.4629 -0.6256  0.22
Zr: 0.0918 0.0130 -0.0367  2.27
H: -0.7516 3.1825 -5.8387  0.24
C: 0.8636 -2.8230 -4.1614  -0.42
C: -0.0432 2.9990 -0.0944  0.07
H: 0.0483 3.1781 6.9540  0.21
H: -1.3424 7.2106 -2.6482  0.21
C: -4.1767 0.4709 0.5153  -0.20
C: -2.8175 0.3315 0.6354  0.07
N: -2.0408 -0.1724 -0.3554  -0.60
H: 1.9247 -1.7506 2.9566  0.19
H: 0.9772 -2.7673 -5.2396  0.25
H: 0.0883 4.9341 7.0218  0.25
C: -0.5898 6.7184 -0.6561  -0.08
H: 0.5908 4.1738 2.5406  0.25
C: 2.0814 -1.5981 4.0225  -0.60
C: -2.2326 -0.9919 -3.8904  -0.06
H: -2.0132 6.3670 0.9823  0.20
C: 2.4437 4.0317 5.8877  -0.60
H: 1.2873 -1.7765 6.6014  0.25
C: 0.7195 1.5844 -4.2972  -0.60
C: 0.4490 0.7031 2.7103  0.40
O: 0.2534 1.1640 -1.5379  -0.78
H: 0.3510 8.3306 0.4357  0.24
C: -2.6282 -0.5744 -1.4985  0.42
C: -0.8788 3.4214 -4.7824  -0.60
H: 1.4959 7.1163 -0.1419  0.22
C: -0.3163 5.2441 -0.9058  0.04
C: -0.3054 4.3575 0.1412  -0.15
C: -0.4068 -1.6854 4.5226  -0.61
C: -4.7825 0.0251 -0.6556  -0.06
H: -1.1077 4.4851 -4.7119  0.22
C: 0.1609 3.3934 -2.5238  -0.08
C: -1.9676 6.8688 0.0143  -0.60
H: -1.7381 2.8622 -4.4030  0.20
H: 2.2165 -2.5796 4.4763  0.24
H: -2.1783 7.9247 0.1799  0.24
N: -1.8220 -1.0493 -2.5575  -0.36
C: 0.5031 7.2620 0.2873  -0.59
H: -1.2493 -1.1548 4.9710  0.22
H: -0.1261 0.9443 -4.0486  0.18
H: 0.4008 7.5194 -2.4317  0.22
H: 0.4716 6.7801 1.2669  0.19
H: 0.9182 1.4836 -5.3646  0.24
S: 0.3001 -2.2378 -1.1558  -0.11
C: 0.1208 2.4915 -1.4561  0.43
O: 0.2403 -0.2693 1.8420  -0.76
H: -0.0317 5.4429 -3.0131  0.25
C: 0.5689 3.1862 2.9694  -0.30
H: 3.0041 -1.0331 4.1656  0.22
H: 2.4890 3.6665 -3.9541  0.22
C: -1.3053 -1.6284 -4.6234  0.00
C: -0.5762 7.5432 -1.9443  -0.62
H: -0.6341 -1.8959 3.4801  0.20
C: 0.8945 -0.8782 4.6922  -0.09
C: -0.0519 4.7312 -2.1997  -0.04
H: 1.7085 5.6404 3.7846  0.21
C: 0.3527 2.0602 2.1464  0.19
H: 0.3801 -0.2754 6.7258  0.22
H: -0.3050 -2.6407 5.0365  0.24
C: 1.1900 -0.7737 6.1885  -0.62
N: -0.3230 -2.0719 -3.7668  -0.29
H: -3.1215 -0.4783 -4.2094  0.27
C: 0.7387 0.5160 4.0733  0.01
H: 0.7675 -3.8680 -3.8682  0.25
C: 0.8876 1.6716 4.8140  -0.07
H: 1.0930 6.3101 5.2871  0.25
C: 1.0466 4.1627 5.2482  -0.12
H: -2.3089 0.6096 1.5500  0.23
C: -0.6225 -1.7257 -2.5116  0.28
H: -1.2590 -1.7822 -5.6883  0.28
H: 1.7621 3.6735 -5.5643  0.24
H: 1.7462 -2.4076 -3.6803  0.24
H: -0.5444 4.6961 1.1374  0.23
H: 1.3905 4.9663 -4.4334  0.22
H: -0.0467 5.6672 4.1119  0.21
H: -5.8563 0.0858 -0.7753  0.27
C: -0.0332 4.0836 6.3520  -0.60
H: 1.6065 1.2471 -3.7616  0.21
H: 2.5477 3.1225 6.4815  0.21
C: 1.5801 3.8961 -4.5130  -0.61
H: 3.2224 4.0363 5.1229  0.22
H: -1.0344 4.1239 5.9188  0.21
H: 1.1025 1.5616 5.8677  0.26
C: 0.9422 5.5195 4.5545  -0.62
H: 2.1277 -0.2486 6.3820  0.22
C: 0.8203 3.0099 4.2991  0.19
C: 0.3974 3.0550 -4.0064  -0.06
C: -4.0049 -0.5172 -1.6630  -0.23
H: -0.7900 8.5822 -1.6992  0.25
N: 0.1166 2.0124 0.8230  -0.51
H: -4.7587 0.8897 1.3235  0.27
H: -4.4681 -0.9092 -2.5562  0.26
H: 2.6110 4.8792 6.5510  0.25